The following is a quantum chemistry calculation of a molecular structure, C4H6O2 at a distorted geometry, from OMol25.

Atoms and positions in Å:
1 C 1.2081 -0.0195 -0.5124
2 C -0.3936 0.5956 0.3510
3 O -0.3257 1.8110 0.5564
4 C 0.1230 -0.4466 1.1718
5 C -1.4348 0.0447 -0.6291
6 O -1.3914 -0.9526 -1.3074
7 H 0.9055 -0.8262 -1.1763
8 H 2.1560 -0.1423 -0.0236
9 H 1.2147 0.9335 -1.0770
10 H -0.0546 -1.4993 0.9659
11 H 0.3003 -0.2082 2.2348
12 H -2.3074 0.7098 -0.5539

Summary:
HOMO-LUMO gap, eV: 8.9
Energy relative to the best compared isomer or geometry (same formula, charge and spin), kcal per mole: 94.54
E, eV: -8336.3616



The following is a quantum chemistry calculation of 11 unconnected molecules or ions with the total composition C42H114N8O16 at a distorted geometry, from OMol25.

Atoms and positions in Å:
1 C -1.1374 12.4786 23.9283
2 O -1.1579 13.2428 22.7465
3 C -2.3931 13.1039 22.0569
4 C -2.3222 13.8459 20.7462
5 C -1.1616 13.3441 19.8858
6 N -2.1784 15.2885 21.0144
7 H -1.0727 11.4135 23.6865
8 H -1.9784 12.7299 24.5847
9 H -0.2415 12.7972 24.4675
10 H -2.5925 12.0277 21.9254
11 H -3.2223 13.4670 22.6860
12 H -3.2436 13.6599 20.1849
13 H -0.1994 13.5451 20.3536
14 H -1.2269 13.8454 18.9140
15 H -1.2320 12.2794 19.6515
16 H -1.7363 15.6651 20.1771
17 H -1.4406 15.4009 21.7097
18 C -1.3058 10.3768 26.4603
19 O -2.6371 10.2544 26.0837
20 C -3.0009 8.9470 25.7412
21 C -4.4024 8.9781 25.1639
22 C -5.3889 9.6060 26.1318
23 N -4.8795 7.5860 24.9268
24 H -1.1001 11.4031 26.7688
25 H -0.6235 10.2012 25.6173
26 H -0.9952 9.7466 27.3027
27 H -2.3516 8.5576 24.9324
28 H -2.8778 8.2507 26.5843
29 H -4.3532 9.5149 24.2211
30 H -5.0495 10.6341 26.2741
31 H -5.4326 9.0833 27.0843
32 H -6.3821 9.6529 25.6830
33 H -4.0811 6.9411 24.9711
34 H -5.4133 7.2077 25.7047
35 C -4.6920 16.3706 18.5489
36 O -4.7694 15.9912 19.8915
37 C -5.9108 15.2512 20.1724
38 C -5.8888 14.7565 21.5970
39 C -7.2506 14.2369 22.0461
40 N -5.3519 15.7777 22.5252
41 H -3.7943 16.9633 18.3842
42 H -5.5255 17.0430 18.2739
43 H -4.7412 15.5105 17.8670
44 H -6.8191 15.8407 19.9380
45 H -5.9706 14.4011 19.4670
46 H -5.2023 13.9071 21.6472
47 H -7.2109 13.7409 23.0137
48 H -7.4868 13.4511 21.3068
49 H -8.0333 14.9936 22.0038
50 H -5.2155 15.3309 23.4300
51 H -6.0932 16.4490 22.7293
52 C -10.2280 12.0605 18.1573
53 O -9.7417 11.5731 16.9495
54 C -9.7204 10.1696 16.8586
55 C -9.0455 9.7519 15.5760
56 C -9.6960 10.3232 14.3380
57 N -8.9488 8.2691 15.4619
58 H -9.5587 11.8952 19.0151
59 H -11.2337 11.7128 18.4176
60 H -10.2434 13.1527 18.1031
61 H -9.2093 9.6961 17.7093
62 H -10.7577 9.7938 16.8744
63 H -7.9970 10.0651 15.5877
64 H -9.6874 11.4111 14.3161
65 H -10.7119 9.9574 14.1692
66 H -9.0998 10.0139 13.4731
67 H -8.9107 7.8745 16.4036
68 H -9.8513 7.9209 15.1324
69 C -3.5581 6.1543 18.7280
70 O -4.3745 5.0616 18.9929
71 C -3.6285 3.8730 19.0732
72 C -4.5561 2.7143 19.2145
73 C -5.3289 2.7389 20.5348
74 N -3.7996 1.4477 18.9919
75 H -4.2059 6.9653 18.3684
76 H -2.9408 5.9819 17.8347
77 H -2.9936 6.5202 19.5896
78 H -2.9892 3.7670 18.1884
79 H -2.9691 3.8898 19.9611
80 H -5.2966 2.7468 18.4073
81 H -5.8285 1.7839 20.7045
82 H -6.1280 3.4884 20.5009
83 H -4.7254 3.0117 21.4059
84 H -3.0199 1.4747 19.6506
85 H -4.3734 0.6631 19.2779
86 C 1.7130 3.6834 22.1153
87 O 2.1675 4.3255 20.9496
88 C 1.2643 5.3031 20.4848
89 C 1.7877 5.9446 19.2074
90 C 0.6941 6.8220 18.6254
91 N 2.0698 4.8927 18.2298
92 H 0.6868 3.3145 21.9991
93 H 1.7574 4.3657 22.9718
94 H 2.3903 2.8463 22.2703
95 H 0.2911 4.8060 20.3061
96 H 1.0213 6.0445 21.2698
97 H 2.7259 6.4490 19.4274
98 H -0.2843 6.3415 18.6064
99 H 1.0092 7.0960 17.6179
100 H 0.6384 7.7415 19.2147
101 H 2.7242 4.2201 18.6133
102 H 1.2267 4.3686 18.0174
103 C -1.8709 8.7110 15.0483
104 O -1.0738 9.6142 15.7453
105 C -0.3204 10.4401 14.9028
106 C 0.5228 11.3828 15.7394
107 N 1.3854 10.6933 16.6784
108 C 1.7311 11.5037 17.8352
109 C 2.7433 10.8013 18.7182
110 O 2.1734 9.7672 19.5027
111 C 1.5331 10.2137 20.6652
112 H -2.3809 9.1787 14.1837
113 H -2.6522 8.3080 15.6852
114 H -1.2878 7.9213 14.5492
115 H -0.9606 11.0947 14.2931
116 H 0.3160 9.8722 14.2089
117 H -0.2002 12.0695 16.2271
118 H 1.0747 12.0448 15.0620
119 H 0.8810 9.8525 16.9462
120 H 0.8362 11.7599 18.4203
121 H 2.2216 12.4071 17.4572
122 H 3.2851 11.5014 19.3651
123 H 3.4524 10.2970 18.0594
124 H 2.2470 10.7224 21.3282
125 H 1.0806 9.3768 21.1956
126 H 0.7231 10.9077 20.4263
127 C -5.7322 10.8357 22.3152
128 O -5.2770 11.3343 21.0851
129 C -5.8686 10.7375 19.9521
130 C -5.1882 11.3112 18.7209
131 N -3.7083 11.2917 18.8663
132 C -3.1767 9.9753 18.5092
133 C -1.7817 9.7368 19.0109
134 O -1.6249 10.0402 20.3869
135 C -1.9606 8.9690 21.2533
136 H -5.3115 11.4995 23.0720
137 H -5.4232 9.7897 22.4236
138 H -6.8194 10.8660 22.4929
139 H -6.9459 10.9311 19.9541
140 H -5.7483 9.6399 19.9877
141 H -5.5037 12.3481 18.5622
142 H -5.5872 10.7872 17.8501
143 H -3.6323 11.3372 19.8861
144 H -3.2042 9.8468 17.4222
145 H -3.8623 9.1744 18.8491
146 H -1.1090 10.4519 18.5265
147 H -1.4351 8.7306 18.7581
148 H -1.7180 9.2622 22.2742
149 H -1.3911 8.0768 20.9630
150 H -3.0346 8.7571 21.2010
151 O -8.0958 5.8279 21.5059
152 C -7.1780 6.8003 22.0122
153 C -5.7696 6.4107 21.6094
154 O -4.8507 7.3346 22.1422
155 H -8.9826 6.0113 21.8230
156 H -7.4224 7.7891 21.6013
157 H -7.2549 6.8382 23.1059
158 H -5.7303 6.3517 20.5225
159 H -5.5732 5.3879 21.9578
160 H -4.8394 7.2202 23.1209
161 O -1.5714 13.1483 14.2364
162 C -2.9248 13.3474 14.6249
163 C -3.3308 12.5404 15.8045
164 O -2.7154 13.0291 16.9714
165 H -0.9851 13.5323 14.8953
166 H -3.1354 14.4117 14.8042
167 H -3.5367 13.0926 13.7582
168 H -3.0471 11.4870 15.6420
169 H -4.4290 12.5656 15.8817
170 H -2.9583 12.4040 17.6974
171 O -6.9128 14.1562 14.0327
172 C -8.2247 14.4137 14.5622
173 C -8.1320 14.3596 16.0630
174 O -7.3794 15.4913 16.5368
175 H -6.9110 14.4802 13.1267
176 H -8.6576 15.3469 14.1973
177 H -8.8899 13.5978 14.2375
178 H -7.5902 13.4551 16.3616
179 H -9.1160 14.3760 16.5212
180 H -6.6035 15.5899 15.9731

Summary:
HOMO-LUMO gap, eV: 8.4
SMILES: COC[C@H](C)N.COC[C@H](C)N.COC[C@H](C)N.COC[C@H](C)N.COC[C@H](C)N.COC[C@H](C)N.COCCNCCOC.COCCNCCOC.OCCO.OCCO.OCCO
E, eV: -90076.6656



The following is a quantum chemistry calculation of a molecular structure, C51H52N5O3P2PtS2, from OMol25.

Atoms and positions in Å:
1 Pt -0.2887 0.1388 0.1724
2 N -1.5588 5.2731 5.5366
3 C -1.0438 4.0720 5.1045
4 C 0.3275 3.9366 4.8499
5 C 0.8412 2.7479 4.3763
6 C -0.0083 1.6725 4.1434
7 C -1.3665 1.7873 4.4028
8 C -1.8833 2.9755 4.8791
9 S 0.6448 0.1802 3.4990
10 O 1.9207 -0.0738 4.0967
11 O -0.3813 -0.8324 3.5956
12 N 0.8342 0.4367 1.8918
13 C 1.9781 0.9427 1.3393
14 N 1.9881 0.6715 0.0072
15 C 3.0481 1.0267 -0.7001
16 C 4.1145 1.6776 -0.1041
17 C 3.9776 1.9712 1.2463
18 N 2.9218 1.6273 1.9743
19 H -0.9203 5.9415 5.9304
20 H -2.4715 5.2665 5.9565
21 H 0.9889 4.7747 5.0337
22 H 1.9007 2.6410 4.1851
23 H -2.0170 0.9384 4.2434
24 H -2.9443 3.0612 5.0806
25 H 3.0286 0.7890 -1.7608
26 H 4.9921 1.9647 -0.6632
27 H 4.7534 2.5210 1.7689
28 C -3.7795 -1.9023 -0.1419
29 N -2.7746 -2.0680 0.9332
30 C -2.7961 -3.4471 1.4797
31 C -3.0059 -1.0783 2.0331
32 C -3.0208 0.3613 1.5946
33 C -4.0858 1.1296 2.0697
34 C -4.1300 2.4988 1.8809
35 C -3.0884 3.1106 1.2024
36 C -2.0460 2.3519 0.6942
37 C -1.9857 0.9651 0.8633
38 H -3.6369 -2.6632 -0.9068
39 H -3.6741 -0.9048 -0.5537
40 H -4.7681 -2.0075 0.3018
41 H -1.8179 -1.8786 0.5781
42 H -3.8109 -3.6691 1.8064
43 H -2.1085 -3.4966 2.3185
44 H -2.4932 -4.1400 0.7001
45 H -2.2132 -1.2552 2.7610
46 H -3.9685 -1.3463 2.4713
47 H -4.8822 0.6387 2.6192
48 H -4.9576 3.0787 2.2672
49 H -3.0832 4.1836 1.0574
50 H -1.2506 2.8620 0.1611
51 C 1.4569 -5.0534 1.3645
52 S 0.8211 -3.5008 2.0262
53 O 0.1190 -2.7826 0.9018
54 C 2.4313 -2.7778 2.2542
55 C 3.0110 -2.8517 3.5090
56 C 4.2918 -2.3522 3.6881
57 C 4.9663 -1.7802 2.6211
58 C 4.3676 -1.7043 1.3695
59 C 3.0900 -2.2047 1.1788
60 H 2.1112 -4.8575 0.5161
61 H 0.6132 -5.6708 1.0626
62 H 2.0052 -5.5500 2.1638
63 H 2.4598 -3.2686 4.3431
64 H 4.7528 -2.3910 4.6655
65 H 5.9617 -1.3810 2.7660
66 H 4.8975 -1.2512 0.5424
67 H 2.5987 -2.1412 0.2150
68 C -2.2443 -0.4895 -3.0083
69 P -0.8419 0.2019 -2.0243
70 C -1.0287 1.9852 -2.3479
71 C 0.0831 2.8241 -2.2799
72 C -0.0643 4.1981 -2.3776
73 C -1.3272 4.7540 -2.5339
74 C -2.4395 3.9289 -2.5852
75 C -2.2925 2.5523 -2.4891
76 C 0.6833 -0.3157 -2.8651
77 C 1.2116 0.3499 -3.9692
78 C 2.4031 -0.0812 -4.5355
79 C 3.0526 -1.1968 -4.0263
80 C 2.5132 -1.8853 -2.9462
81 C 1.3386 -1.4396 -2.3592
82 P -2.4519 -1.9946 -4.0841
83 C -1.3602 -3.3228 -3.4972
84 C -0.9882 -4.3381 -4.3801
85 C -0.3592 -5.4826 -3.9194
86 C -0.1063 -5.6436 -2.5649
87 C -0.4630 -4.6359 -1.6833
88 C -1.0738 -3.4820 -2.1440
89 C -1.6521 -1.4865 -5.6422
90 C -2.4947 -0.9553 -6.6190
91 C -1.9925 -0.5566 -7.8494
92 C -0.6417 -0.7105 -8.1240
93 C 0.2029 -1.2544 -7.1643
94 C -0.2969 -1.6345 -5.9297
95 H -2.4406 0.2837 -3.7585
96 H -3.1154 -0.4653 -2.3538
97 H 1.0707 2.4062 -2.1334
98 H 0.8092 4.8349 -2.3274
99 H -1.4423 5.8270 -2.6112
100 H -3.4286 4.3543 -2.6926
101 H -3.1820 1.9351 -2.5044
102 H 0.7013 1.2100 -4.3840
103 H 2.8135 0.4451 -5.3877
104 H 3.9795 -1.5323 -4.4736
105 H 3.0144 -2.7605 -2.5523
106 H 0.9235 -1.9675 -1.5045
107 H -1.2018 -4.2419 -5.4375
108 H -0.0760 -6.2558 -4.6218
109 H 0.3707 -6.5451 -2.2023
110 H -0.2587 -4.7391 -0.6309
111 H -1.2954 -2.6793 -1.4475
112 H -3.5560 -0.8639 -6.4169
113 H -2.6579 -0.1438 -8.5960
114 H -0.2478 -0.4174 -9.0884
115 H 1.2569 -1.3825 -7.3789
116 H 0.3711 -2.0593 -5.1895

Summary:
HOMO-LUMO gap, eV: 8.1
Energy relative to the best compared isomer or geometry (same formula, charge and spin), kcal per mole: 0.00
Net charge: +1
E, eV: -110814.7180



E of number 3 (C51H52N5O3P2PtS2)? -110814.7180 eV